# C2H3NO2S

C2H3NO2S in the gas phase at a distorted geometry (ωB97M-V/def2-TZVPD, the Open Molecules 2025 dataset).

Last column: Mulliken charge in e.
CARTESIAN COORDINATES (ANGSTROEM)
H: 0.16119 -1.99152 -0.08112  0.31
H: 3.41374 0.22383 0.34592  0.38
H: -0.90034 1.99504 -0.13745  0.36
O: 2.42265 0.40465 0.05376  -0.34
S: -2.12573 -0.24882 0.06023  -0.32
C: 0.55332 -0.92543 -0.12596  -0.21
C: -0.50954 0.12341 -0.04859  0.56
O: -0.12597 1.36384 -0.05438  -0.42
N: 1.81442 -0.79744 -0.00553  -0.32

SMILES string = O/N=C\C(O)=S
HOMO energy = -9.10 eV

# C2H3NO2S

2 unconnected molecules or ions with the total composition C2H3NO2S at a distorted geometry (ωB97M-V/def2-TZVPD, the Open Molecules 2025 dataset).

Last column: Mulliken charge in e.
CARTESIAN COORDINATES (ANGSTROEM)
O: -2.84465 1.50697 0.84583  -0.09
O: -1.69362 -2.00514 -0.44954  -0.53
C: 0.31538 -0.90222 1.10425  -0.39
C: 0.80457 -0.88691 2.20072  -0.01
H: -0.08742 -0.08294 -1.87590  0.24
N: -0.72511 0.28300 -1.15611  -0.43
H: -0.74995 1.30122 -1.00883  0.27
H: 1.28419 -0.91005 3.19387  0.35
S: -1.23522 -0.75387 0.10722  0.59

HOMO energy (alpha / beta) = -9.80 / -9.78 eV

# C2H3NO2S

A molecular structure, C2H3NO2S at a distorted geometry (ωB97M-V/def2-TZVPD, the Open Molecules 2025 dataset).

Last column: Mulliken charge in e.
CARTESIAN COORDINATES (ANGSTROEM)
O: -1.78362 0.94437 -1.20273  -0.43
C: 0.12815 -0.29508 1.57451  -0.72
N: 1.11488 0.33624 -0.62437  -0.47
H: 0.27361 -1.13533 2.21578  0.27
H: -0.62975 0.41944 1.88073  0.24
S: -0.86018 0.11045 -1.92109  0.69
O: -0.93764 -1.30660 -1.66196  -0.42
H: 1.94381 0.89860 -0.76117  0.24
C: 0.75073 0.02790 0.50030  0.59

HOMO energy = -9.88 eV

# C2H3NO2S

A molecular structure, C2H3NO2S at a distorted geometry (ωB97M-V/def2-TZVPD, the Open Molecules 2025 dataset).

Last column: Mulliken charge in e.
CARTESIAN COORDINATES (ANGSTROEM)
H: -1.52796 1.32767 -0.68453  0.30
H: 0.19909 -1.06993 1.83880  0.29
H: 0.83696 -1.69787 0.13507  0.39
O: 3.34824 -1.22895 1.21656  -0.45
C: -0.28001 0.04674 0.28724  0.50
N: -0.57452 1.15107 -0.19364  -0.42
O: 2.96170 0.10950 -0.82870  -0.44
C: 0.61369 -0.81880 0.74565  -0.89
S: 2.78713 -0.03545 0.60293  0.72

HOMO energy = -9.55 eV

# C2H3NO2S

C2H3NO2S in the gas phase at a distorted geometry (ωB97M-V/def2-TZVPD, the Open Molecules 2025 dataset).

Last column: Mulliken charge in e.
CARTESIAN COORDINATES (ANGSTROEM)
O: 0.00909 2.39185 -0.85783  -0.51
H: 2.20182 0.29340 2.47314  0.35
N: -0.97624 0.01695 -0.58225  -0.49
H: -1.21410 -0.70140 -1.16523  0.26
C: 1.32235 0.52661 0.35913  -0.40
H: -1.67558 0.77718 -0.50358  0.29
C: 1.82351 0.38326 1.41719  0.17
O: 1.03461 0.38766 -2.30886  -0.60
S: 0.34163 1.03424 -0.96031  0.94

SMILES string = C#CS(N)(=O)=O
HOMO energy = -10.63 eV

# C2H3NO2S

2 unconnected molecules or ions with the total composition C2H3NO2S at a distorted geometry (ωB97M-V/def2-TZVPD, the Open Molecules 2025 dataset).

Last column: Mulliken charge in e.
CARTESIAN COORDINATES (ANGSTROEM)
H: -0.65297 -1.35355 -0.59744  0.38
H: -1.72535 0.05342 0.01384  0.39
H: 1.64992 -0.32386 0.78271  0.38
C: 0.76580 -0.31829 1.38517  0.06
O: -0.44253 1.73988 -1.24070  -0.57
S: 0.25693 -0.25399 2.83753  -0.15
C: -0.80585 -0.30641 -0.40922  -0.79
O: 1.00622 0.17895 -1.62389  -0.55
N: -0.05216 0.58386 -1.14799  0.85

HOMO energy (alpha / beta) = -8.87 / -8.88 eV

# C2H3NO2S

C2H3NO2S in the gas phase at a distorted geometry (ωB97M-V/def2-TZVPD, the Open Molecules 2025 dataset).

Last column: Mulliken charge in e.
CARTESIAN COORDINATES (ANGSTROEM)
H: -1.90190 -1.08504 -1.71804  0.37
S: 0.09546 1.53554 1.36168  -0.02
C: -0.54799 -0.49491 -0.41804  0.92
N: 1.21730 0.42266 0.72663  -0.29
O: -1.46515 0.00316 0.32200  -0.61
H: 1.04730 1.91244 2.10301  0.15
O: -0.86584 -1.09606 -1.57912  -0.47
C: 0.76207 -0.26012 -0.24667  -0.33
H: 1.65875 -0.93765 -0.55146  0.29

SMILES string = O=C(O)/C=N\S
HOMO energy = -9.25 eV

# C2H3NO2S2

2 unconnected molecules or ions with the total composition C2H3NO2S2 at a distorted geometry (ωB97M-V/def2-TZVPD, the Open Molecules 2025 dataset).

Last column: Mulliken charge in e.
CARTESIAN COORDINATES (ANGSTROEM)
S: 1.13638 1.89886 -0.31434  -0.22
C: 1.08479 0.37699 0.11103  0.26
N: 1.59550 -0.83121 0.04978  0.79
H: -1.18524 -0.93392 -0.24958  0.32
O: 1.30368 -1.38049 -1.05382  -0.52
C: -1.64547 -0.17800 0.49549  -0.57
S: -1.66490 1.43900 -0.04855  -0.10
H: -1.32522 1.21928 -1.44097  0.21
O: 2.14577 -1.36554 0.97793  -0.56
H: -1.44529 -0.24497 1.47304  0.39

HOMO energy (alpha / beta) = -8.64 / -8.27 eV

# C2H3NO2S2

A molecular structure, C2H3NO2S2 at a distorted geometry (ωB97M-V/def2-TZVPD, the Open Molecules 2025 dataset).

Last column: Mulliken charge in e.
CARTESIAN COORDINATES (ANGSTROEM)
H: -3.57973 0.83410 0.86098  0.23
O: 1.66191 0.09002 0.79662  -0.45
N: -2.69839 1.18142 0.81969  -0.23
H: 1.61476 -0.51725 1.51248  0.33
C: -0.44958 -0.18791 -0.84972  -0.20
S: 1.20428 -0.67201 -0.62599  0.05
C: -1.81053 1.74932 0.39067  0.64
O: -0.85641 2.38063 -0.05534  -0.55
S: -1.38317 -1.26928 -0.14251  -0.19
H: -0.55218 0.65419 -1.58895  0.38

HOMO energy = -8.15 eV

# C2H3NO2S2

2 unconnected molecules or ions with the total composition C2H3NO2S2 at a distorted geometry (ωB97M-V/def2-TZVPD, the Open Molecules 2025 dataset).

Last column: Löwdin spin population.
CARTESIAN COORDINATES (ANGSTROEM)
N: -1.32193 1.40146 0.24171  0.08
H: 2.10117 -1.76570 0.52583  0.01
S: 2.19414 -1.11464 -0.60544  0.26
H: 0.31713 -0.48189 -1.99469  0.04
O: -0.92255 2.45705 -0.19147  0.06
C: -0.34276 0.58043 0.82478  0.45
S: -0.02229 0.40850 2.35992  0.35
O: -2.43660 0.89569 0.26731  0.05
H: -0.11182 -1.38670 -0.31998  0.03
C: 0.54550 -0.99420 -1.10798  0.68

HOMO energy (alpha / beta) = -7.36 / -10.44 eV
Spin multiplicity = 3
⟨S²⟩ = 2.012

# C2H3NO3

A molecular structure, C2H3NO3 at a distorted geometry (ωB97M-V/def2-TZVPD, the Open Molecules 2025 dataset).

Last column: Mulliken charge in e.
CARTESIAN COORDINATES (ANGSTROEM)
N: -0.16834 -0.22824 0.26575  0.35
C: -0.03942 0.98983 0.01542  0.09
O: -1.21755 -0.78581 0.77713  -0.59
H: 0.59616 -2.12304 0.83678  0.31
H: -0.96525 1.60496 0.09208  0.25
C: 0.14313 -1.64241 -0.06599  0.14
O: 1.00429 1.69617 -0.45143  -0.42
O: -0.09118 -2.05911 -1.13439  -0.47
H: 0.73816 2.54764 -0.33534  0.35

HOMO energy = -9.40 eV

# C2H3NO3

2 unconnected molecules or ions with the total composition C2H3NO3 at a distorted geometry (ωB97M-V/def2-TZVPD, the Open Molecules 2025 dataset).

Last column: Mulliken charge in e.
CARTESIAN COORDINATES (ANGSTROEM)
N: -2.66805 -0.22933 -0.02575  1.13
C: 0.97399 0.01887 -0.54500  -0.02
O: -2.01276 0.84780 0.60904  -0.40
O: -3.75282 -0.10189 -0.28528  -0.54
H: 0.44241 -1.47359 1.16872  0.33
H: 1.07700 0.77181 -1.24096  0.41
O: -1.95293 -1.14122 -0.12019  -0.51
C: 0.56458 -0.72950 0.33012  -0.69
H: -1.14357 0.70251 0.26876  0.29

SMILES string = O=[N+]([O-])O.C#C
HOMO energy = -10.85 eV

# C2H3NO3

C2H3NO3 in the gas phase at a distorted geometry (ωB97M-V/def2-TZVPD, the Open Molecules 2025 dataset).

Last column: Mulliken charge in e.
CARTESIAN COORDINATES (ANGSTROEM)
H: 1.68499 -1.14170 -0.14450  0.45
O: -0.74692 -1.29761 -0.07822  -0.45
H: -1.95704 0.50462 -0.31475  0.33
O: 2.12743 0.78371 -0.03962  -0.50
C: -0.92303 0.96930 -0.21967  0.13
H: -0.88864 -1.71810 0.75617  0.35
N: -0.02187 -0.06475 0.02135  0.17
C: 1.34400 -0.17261 -0.06564  0.01
O: -0.61893 2.13715 0.08490  -0.48

SMILES string = O=CN(O)C=O
HOMO energy = -10.43 eV

# C2H3NO3

C2H3NO3 in the gas phase at a distorted geometry (ωB97M-V/def2-TZVPD, the Open Molecules 2025 dataset).

Last column: Mulliken charge in e.
CARTESIAN COORDINATES (ANGSTROEM)
H: -0.68126 1.69117 -0.90720  0.15
H: 1.08222 -1.52287 -0.80116  0.26
O: -0.44147 -0.14714 -1.05993  -0.25
H: -1.80926 0.74498 0.16921  0.27
N: 0.34912 -1.07277 -0.34525  -0.09
O: 1.39971 -0.87891 1.63352  -0.57
C: -0.78626 0.77939 -0.16777  -0.03
O: 0.17787 0.81220 0.72302  -0.25
C: 0.70934 -0.40606 0.75555  0.52

SMILES string = O=C1NOCO1
HOMO energy = -9.87 eV

# C2H3NO3

2 unconnected molecules or ions with the total composition C2H3NO3 at a distorted geometry (ωB97M-V/def2-TZVPD, the Open Molecules 2025 dataset).

Last column: Mulliken charge in e.
CARTESIAN COORDINATES (ANGSTROEM)
C: -0.98631 0.87831 3.08152  0.17
O: -1.60242 1.59993 3.71937  -0.18
H: 1.36977 0.08542 -0.24853  0.35
H: -0.93258 -1.46398 0.10873  0.29
N: -0.34836 -0.58505 -0.05309  0.01
C: -0.74628 0.65302 0.00457  0.07
O: -1.82586 1.13290 0.25414  -0.51
H: 0.07123 1.41727 -0.07071  0.14
O: 1.02873 -0.83710 -0.27174  -0.35

HOMO energy = -9.83 eV

# C2H3NO3S

2 unconnected molecules or ions with the total composition C2H3NO3S at a distorted geometry (ωB97M-V/def2-TZVPD, the Open Molecules 2025 dataset).

Last column: Mulliken charge in e.
CARTESIAN COORDINATES (ANGSTROEM)
H: -1.02998 1.04806 0.97795  0.45
C: 2.13541 0.55900 -0.30472  0.65
S: -1.21942 -0.57983 -0.80685  0.88
H: 0.79367 0.13229 1.08554  0.39
O: 2.68134 1.20329 -1.09222  -0.39
H: -1.68150 -0.47830 1.58877  0.34
O: -0.80874 0.18736 -1.90073  -0.44
C: -1.20165 -0.00451 0.74527  -0.87
O: -1.33192 -2.01465 -0.92191  -0.47
N: 1.66278 -0.05272 0.62890  -0.55

SMILES string = C=S(=O)=O.N=C=O
HOMO energy = -10.34 eV

# C2H3NOS

C2H3NOS in the gas phase at a distorted geometry (ωB97M-V/def2-TZVPD, the Open Molecules 2025 dataset).

Last column: Mulliken charge in e.
CARTESIAN COORDINATES (ANGSTROEM)
C: -0.47862 -0.22411 0.58902  -0.28
N: 0.21745 -1.42493 0.39251  0.01
H: 1.10574 1.38477 -1.96825  0.14
H: -1.35623 -0.08448 0.02275  0.34
S: 0.23062 1.78082 -1.08636  -0.06
C: 0.83887 -2.38077 0.08413  -0.10
H: -0.92110 -0.02478 1.58886  0.25
O: 0.36327 0.97349 0.37734  -0.30

HOMO energy = -9.78 eV

# C2H3NOS

2 unconnected molecules or ions with the total composition C2H3NOS at a distorted geometry (ωB97M-V/def2-TZVPD, the Open Molecules 2025 dataset).

Last column: Mulliken charge in e.
CARTESIAN COORDINATES (ANGSTROEM)
C: -0.49048 0.11687 0.39728  -0.38
C: 0.42216 -0.51848 -0.27513  -0.16
H: -1.54489 0.17195 -0.14727  0.20
O: 4.72939 0.25411 0.12818  -0.44
H: 0.38464 -0.85884 -1.28749  0.34
H: -0.40526 0.48310 1.38233  0.31
N: 2.36244 -0.67623 0.53350  -0.37
S: 3.33116 0.17506 -0.34409  0.50

HOMO energy (alpha / beta) = -10.14 / -10.14 eV

# C2H3NOS

C2H3NOS in the gas phase at a distorted geometry (ωB97M-V/def2-TZVPD, the Open Molecules 2025 dataset).

Last column: Mulliken charge in e.
CARTESIAN COORDINATES (ANGSTROEM)
C: 0.22279 -0.73093 0.17387  0.03
N: 0.25296 -0.51848 -1.10685  -0.30
H: -0.46509 1.21174 0.85944  0.36
C: -0.21441 0.23388 1.16606  -0.22
H: -0.47520 0.89984 -2.49104  0.33
S: 0.15675 -0.09317 2.72853  -0.20
H: 0.83098 -1.67367 0.16863  0.36
O: -0.30876 0.67080 -1.49864  -0.37

SMILES string = O/N=C\C=S
HOMO energy = -9.04 eV

# C2H3NOS

C2H3NOS in the gas phase at a distorted geometry (ωB97M-V/def2-TZVPD, the Open Molecules 2025 dataset).

Last column: Mulliken charge in e.
CARTESIAN COORDINATES (ANGSTROEM)
O: 3.81451 -0.60422 1.39092  -0.39
H: 1.95475 -1.45319 0.94118  0.34
H: -1.77990 0.05693 -0.36298  0.25
N: 0.19594 0.09467 0.26977  -0.31
S: 1.68180 0.82600 0.48431  0.01
C: -0.82714 0.53489 -0.30583  -0.24
H: -1.14626 1.50674 -0.46440  0.24
C: 2.69520 -0.64561 1.02814  0.10

SMILES string = C=NSC=O
HOMO energy = -9.61 eV

Across the entries above, energy relative to the best compared isomer or geometry (same formula, charge and spin) takes the values 72.6; 218.1; 57.6; 78.5; 115.6; 160.1; 62.2; 182.0; 65.8; 103.0; 120.4; 179.2; 80.7; 83.7; 80.8; 59.8; 64.1; 101.1; 74.9; 42.4 kcal per mole, respectively.